156
Properties=species:S:1:pos:R:3:forces:R:3 method="wB97M-V/def2-TZVPD" homo_ev=-1.91 gap_ev=5.50 charge=-2 e_tot_ev=-96648.528 e_above_lowest_ev=0.000
Rb -1.45720 -1.78240 0.16787 -0.46 -0.46 0.08
C -4.06076 0.89802 -0.91666 -0.17 0.03 0.00
O -2.71786 0.56072 -0.61054 0.04 0.13 -0.02
C -1.84093 1.61806 -0.75704 0.12 0.13 -0.05
C -1.51699 2.40444 0.35041 -0.08 -0.03 0.00
C -1.96877 2.08624 1.77135 0.05 -0.01 0.08
C -0.75683 1.91657 2.66524 -0.05 -0.14 -0.09
C -0.16516 2.98572 3.31795 0.03 0.04 0.05
C 1.07822 2.89543 3.94678 -0.02 0.07 -0.05
C 1.73869 1.66624 3.84842 0.04 0.03 0.02
C 1.18288 0.56637 3.22572 -0.04 -0.04 -0.10
C 1.96656 -0.70429 2.97508 -0.04 0.01 0.06
C 2.67700 -0.66662 1.63231 -0.04 -0.04 -0.01
C 3.75877 0.18298 1.46134 0.00 -0.01 -0.02
C 4.42157 0.30750 0.24215 -0.01 0.04 -0.02
C 3.93099 -0.41752 -0.83247 0.01 -0.01 0.01
C 2.85079 -1.29119 -0.71539 -0.02 -0.03 0.06
C 2.36323 -2.02461 -1.95763 0.00 0.03 -0.04
C 1.78179 -1.05984 -2.96890 -0.11 -0.06 0.07
C 2.57824 -0.39625 -3.89018 0.03 0.04 -0.01
C 2.09649 0.62415 -4.70802 0.03 -0.02 -0.04
C 0.76514 1.00774 -4.50167 0.02 0.01 -0.01
C -0.06626 0.37555 -3.59987 -0.08 -0.04 0.06
C -1.41832 0.94151 -3.21225 0.07 -0.05 -0.02
C -1.25457 1.86191 -2.00741 -0.05 -0.08 0.04
C -0.41305 2.95580 -2.13146 -0.03 0.01 -0.04
C -0.11778 3.80012 -1.06827 0.02 -0.02 0.05
C -0.67404 3.49647 0.16228 0.01 -0.01 -0.01
C 0.88194 4.93616 -1.26396 -0.01 0.09 -0.01
C 1.06268 5.77415 0.00357 -0.01 -0.03 -0.04
C 2.23808 4.32072 -1.63218 -0.03 0.00 0.02
C 0.41131 5.86408 -2.39203 0.02 -0.02 0.01
C 0.38332 -0.78323 -2.88247 0.09 0.16 -0.25
O -0.41730 -1.48757 -2.18762 0.04 -0.04 -0.02
C 2.95039 1.34673 -5.74758 0.04 0.04 0.00
C 4.36716 0.77445 -5.83198 -0.04 0.02 0.02
C 3.07093 2.83632 -5.38676 0.00 -0.04 -0.01
C 2.30852 1.22356 -7.13756 0.01 0.00 0.03
C 2.25681 -1.43364 0.53751 0.14 0.01 -0.02
O 1.22474 -2.33461 0.70766 0.08 -0.02 -0.04
C 1.64087 -3.62006 1.11481 0.05 -0.09 0.01
C 5.65213 1.20944 0.13755 0.05 0.01 0.00
C 6.74718 0.66557 1.06724 -0.01 0.00 0.00
C 6.21645 1.25952 -1.28387 -0.05 0.00 0.02
C 5.29249 2.64000 0.55780 -0.01 -0.05 0.01
C -0.14067 0.62717 2.68166 0.06 0.14 0.12
O -0.71706 -0.40343 2.20502 0.16 0.22 0.14
C 1.75155 4.07052 4.65294 0.01 0.00 0.08
C 2.01764 3.71101 6.12374 -0.01 0.03 -0.04
C 3.08799 4.40194 3.97107 -0.02 -0.03 0.01
C 0.89058 5.33498 4.62574 0.02 -0.04 0.00
H -4.42146 1.69645 -0.25733 0.05 0.00 0.01
H -4.65692 0.00148 -0.75795 0.01 0.00 -0.01
H -4.15526 1.22849 -1.95679 0.04 -0.02 0.00
H -2.55124 1.16588 1.77465 -0.05 0.02 -0.01
H -2.59853 2.90456 2.13641 0.00 -0.01 0.01
H -0.69469 3.93401 3.31064 -0.01 0.00 -0.01
H 2.73976 1.56528 4.26595 0.00 -0.01 0.01
H 1.26948 -1.54050 2.98883 0.04 -0.02 0.00
H 2.71394 -0.84722 3.76242 -0.01 0.01 0.01
H 4.07564 0.77191 2.31614 0.00 0.00 0.00
H 4.38114 -0.31517 -1.81046 -0.01 0.00 -0.01
H 1.59325 -2.74593 -1.68759 0.01 -0.01 0.02
H 3.21155 -2.56322 -2.39364 0.00 0.00 -0.01
H 3.62011 -0.69517 -3.96032 0.00 0.00 0.01
H 0.36195 1.85176 -5.05965 -0.01 0.01 0.00
H -2.09905 0.12578 -2.97447 -0.03 0.02 0.00
H -1.83827 1.51886 -4.04206 0.00 -0.01 -0.01
H 0.06445 3.11199 -3.09189 0.01 0.02 -0.01
H -0.42000 4.08230 1.03419 0.01 -0.01 -0.01
H 1.45095 5.17005 0.82609 -0.01 0.00 0.02
H 0.11838 6.22185 0.32192 0.00 0.00 0.02
H 1.77549 6.58058 -0.18837 0.00 0.00 0.00
H 2.55660 3.64965 -0.83373 0.04 -0.03 -0.01
H 2.99665 5.09808 -1.76799 0.01 0.01 0.00
H 2.16863 3.73360 -2.54897 0.03 0.00 -0.01
H -0.55038 6.31576 -2.13828 -0.01 0.00 -0.01
H 0.29106 5.31819 -3.32841 -0.01 0.01 -0.01
H 1.13816 6.66530 -2.55710 0.00 0.00 0.01
H 4.89320 0.88277 -4.88108 0.02 -0.02 0.00
H 4.93808 1.30956 -6.59632 0.00 0.00 0.00
H 4.34991 -0.28455 -6.09753 0.02 0.00 0.01
H 3.56143 2.94884 -4.41767 0.00 0.01 0.00
H 2.08820 3.30612 -5.31962 0.00 0.01 0.00
H 3.65736 3.37603 -6.13869 0.00 0.00 0.00
H 2.23768 0.17360 -7.42887 -0.01 0.00 0.00
H 2.90123 1.75649 -7.88914 0.00 0.00 -0.01
H 1.29976 1.63844 -7.13943 0.00 0.00 -0.01
H 2.23977 -3.57489 2.03199 -0.02 0.04 0.01
H 2.23484 -4.11097 0.33417 0.00 0.02 -0.01
H 0.73583 -4.19999 1.30102 0.01 -0.01 0.00
H 7.02424 -0.34899 0.77242 0.01 0.00 0.01
H 6.40383 0.63230 2.10207 0.00 0.00 0.00
H 7.63977 1.29703 1.02185 0.00 0.01 -0.01
H 6.52325 0.26869 -1.62489 0.01 0.01 -0.02
H 7.09236 1.91294 -1.30923 0.00 0.01 0.01
H 5.48025 1.65339 -1.98782 0.00 -0.02 -0.01
H 4.86943 2.66814 1.56252 0.00 0.03 0.00
H 4.55382 3.05375 -0.12796 -0.03 0.04 0.01
H 6.17844 3.28184 0.53837 0.01 -0.01 0.00
H 2.64142 2.81945 6.19886 0.00 -0.01 0.01
H 1.07471 3.50288 6.63339 0.00 -0.01 0.02
H 2.52437 4.53044 6.64595 0.00 0.00 -0.01
H 3.76024 3.54234 3.98584 0.01 0.01 0.00
H 3.58765 5.23637 4.47499 0.01 0.00 0.00
H 2.92103 4.67486 2.92688 0.01 0.00 0.00
H -0.07254 5.16760 5.11199 -0.01 0.01 -0.01
H 0.70640 5.66606 3.60140 -0.02 0.01 0.00
H 1.40466 6.14273 5.15455 0.00 0.00 0.00
N -3.53062 -2.45099 -2.33905 0.14 0.05 -0.10
C -4.17004 -3.64404 -2.57468 -0.03 -0.06 0.06
C -3.73307 -4.50315 -3.59148 0.01 -0.02 -0.01
C -4.37661 -5.70172 -3.85142 -0.01 0.03 0.01
C -5.48021 -6.07357 -3.09812 -0.03 -0.07 -0.03
C -5.92314 -5.22390 -2.09027 0.03 0.04 0.00
C -5.30661 -4.00935 -1.80321 0.03 -0.04 -0.09
C -5.80804 -3.15627 -0.68256 0.14 0.05 0.10
C -7.19137 -3.08227 -0.47818 -0.03 -0.01 -0.01
C -7.71192 -2.37227 0.59406 -0.02 -0.01 0.01
C -6.83605 -1.73039 1.46098 -0.02 0.01 0.03
C -5.46634 -1.79619 1.22445 0.11 -0.01 -0.05
C -4.87220 -2.49174 0.15488 -0.23 0.00 -0.02
H -2.56357 -2.38533 -2.64183 -0.05 0.10 0.01
H -3.71014 -2.13452 -1.37543 0.01 -0.04 -0.04
H -2.86377 -4.21290 -4.17199 0.00 0.01 0.01
H -4.00635 -6.35035 -4.63787 0.01 0.01 0.00
H -5.97977 -7.01868 -3.27757 0.00 0.01 0.00
H -6.76372 -5.52826 -1.47635 0.00 0.02 0.01
H -7.87346 -3.57041 -1.16988 0.01 0.00 -0.01
H -8.78511 -2.31079 0.74383 0.00 -0.01 -0.01
H -7.22469 -1.16584 2.30544 0.01 0.00 0.00
H -4.81463 -1.25507 1.91394 0.00 0.02 0.01
C -1.95278 -7.01150 2.62658 0.03 0.11 -0.01
P -2.30536 -5.45689 1.67837 0.00 -0.20 -0.04
C -3.05760 -6.19424 0.17310 0.06 0.05 0.04
C -3.84977 -4.90894 2.51598 -0.01 -0.01 0.00
C -3.63353 -4.00342 3.73159 -0.01 0.08 0.00
P -2.47591 -2.59645 3.31767 -0.14 -0.06 0.19
C -0.98604 -3.10161 4.28036 0.00 -0.01 -0.09
C -3.08567 -1.31880 4.49611 0.01 0.01 -0.07
H -2.81863 -7.67882 2.65652 -0.02 0.01 -0.01
H -1.66875 -6.75550 3.64982 0.01 -0.02 0.00
H -1.11437 -7.53803 2.16629 0.00 -0.01 0.02
H -3.87018 -6.88282 0.42048 -0.01 0.00 0.00
H -2.30055 -6.72657 -0.40548 0.00 0.00 0.00
H -3.45831 -5.38954 -0.44616 -0.02 -0.02 -0.02
H -4.46332 -5.78319 2.76611 0.00 0.00 -0.02
H -4.37937 -4.33351 1.75015 -0.01 0.02 0.01
H -3.28492 -4.56403 4.60682 0.03 0.00 -0.01
H -4.59416 -3.55271 4.00016 0.01 -0.02 0.02
H -1.23682 -3.41108 5.29933 0.00 0.00 0.01
H -0.31664 -2.24100 4.31328 0.03 -0.02 0.00
H -0.47726 -3.92092 3.76688 0.02 0.01 0.03
H -3.13486 -1.67946 5.52796 0.00 -0.01 0.00
H -4.07587 -0.98191 4.18486 0.00 0.01 0.01
H -2.39949 -0.47154 4.43383 -0.01 0.01 0.01